# 1
11 unconnected molecules or ions with the total composition C38H74Cl8O21 at a distorted geometry, computed with wB97M-V/def2-TZVPD.

Structure (XYZ):
```
141
Properties=species:S:1:pos:R:3:forces:R:3
C -3.847299 3.326384 7.414355 -1.0 0.4 0.3
C -3.994730 2.125375 6.504825 0.6 0.4 -0.1
C -5.359638 1.895822 5.864317 -0.4 -0.4 -0.6
O -5.014478 1.295870 4.598895 1.1 0.3 -0.1
C -3.732309 1.684700 4.271456 -0.7 0.3 0.0
O -3.248785 1.541691 3.193930 0.0 -0.3 -0.1
O -3.124112 2.307532 5.295638 -1.2 -0.6 1.3
H -4.103747 4.249116 6.887129 0.2 -0.1 -0.1
H -2.891508 3.448368 7.917195 0.3 -0.3 -0.4
H -4.576489 3.274353 8.241016 0.1 -0.3 -0.3
H -3.692578 1.214237 7.036948 0.2 0.1 -0.4
H -5.934160 2.799609 5.639830 0.3 0.2 0.2
H -6.041485 1.185778 6.357118 0.5 0.3 0.2
C 5.522602 -2.183229 1.407597 1.0 -0.1 0.9
C 4.067773 -2.204902 1.475133 -2.4 0.7 -1.5
C 3.375121 -3.354220 2.232927 1.2 0.6 0.1
O 2.295850 -2.689022 2.873235 -0.7 -0.4 0.1
C 2.454371 -1.359446 2.851782 0.2 0.5 0.9
O 1.755026 -0.588291 3.456694 0.2 -0.5 -0.5
O 3.545603 -1.006614 2.163007 0.2 -0.7 -0.2
H 5.949825 -1.314028 0.883186 -0.3 -0.3 0.4
H 5.846684 -3.089564 0.912198 0.2 -0.2 -0.1
H 5.809058 -2.241248 2.462486 0.8 0.2 -0.2
H 3.654562 -2.130513 0.465763 -0.2 -0.1 0.0
H 4.086751 -3.692437 3.001018 -0.4 -0.3 0.0
H 3.016131 -4.186118 1.615298 0.0 0.4 0.1
C -2.410827 -4.924882 3.062583 -0.4 -0.6 0.0
C -1.243203 -4.728815 2.188130 1.0 1.4 -0.2
C 0.032310 -5.498740 2.500878 0.4 0.3 0.1
O 0.628313 -5.651782 1.208675 -0.8 0.5 -0.8
C -0.383364 -5.509627 0.273272 1.3 -2.0 -0.5
O -0.246749 -5.845624 -0.874100 -0.2 0.7 0.8
O -1.531436 -5.204794 0.853447 -0.2 0.6 0.1
H -2.186453 -4.585833 4.075911 -0.1 -0.1 0.0
H -2.597625 -6.001538 3.049253 -0.5 0.1 0.3
H -3.245227 -4.350852 2.648633 0.0 -0.2 0.3
H -1.031067 -3.640525 2.107313 0.1 -0.7 -0.1
H -0.167439 -6.515489 2.882554 0.1 0.5 0.2
H 0.740368 -4.913549 3.119081 -0.5 -0.5 -0.1
C 0.388284 1.785800 -0.017336 -0.1 -0.7 -1.2
C 0.396464 0.509648 0.754356 0.1 -1.0 0.1
C -0.930199 -0.146072 1.116417 -0.5 0.5 0.9
O -0.683350 -1.562962 1.099755 1.0 0.1 -1.0
C 0.371861 -1.761088 0.262480 1.0 0.3 0.8
O 0.820976 -2.841329 -0.024663 -0.6 0.6 -0.1
O 0.976703 -0.575484 -0.071232 -0.7 -0.6 0.5
H -0.126232 2.563643 0.516210 -0.1 0.4 0.2
H -0.093281 1.593376 -0.987864 -0.1 0.3 0.2
H 1.409888 2.084419 -0.261514 0.0 0.1 0.2
H 1.020651 0.625248 1.629979 0.1 -0.3 0.3
H -1.652758 0.052289 0.358730 -0.7 0.3 -0.7
H -1.386093 0.111640 2.089142 0.6 0.0 -0.4
C -4.549336 4.262087 -0.910974 0.6 -0.8 0.4
O -3.457288 4.771421 -0.166850 0.3 0.0 0.3
C -2.923580 3.868088 0.802600 -0.4 -0.1 -0.4
C -1.831300 4.557609 1.575548 0.5 -0.3 1.3
O -0.640698 4.847228 0.859164 -0.7 0.1 -0.4
C 0.273831 5.663656 1.579131 -0.6 -0.1 -0.1
C 1.419800 6.019364 0.664002 0.6 -0.1 1.2
O 1.080841 6.912642 -0.347887 -0.6 0.2 0.2
C 2.185598 7.351818 -1.090693 0.0 0.8 0.3
H -5.339892 3.950623 -0.233125 -0.3 -0.1 0.1
H -4.227136 3.371604 -1.473876 -0.2 0.2 -0.1
H -4.927931 5.031366 -1.572773 0.2 0.1 -0.1
H -2.559279 2.923573 0.329743 -0.2 0.5 0.1
H -3.701564 3.569627 1.557333 0.5 0.2 -0.6
H -1.564744 3.878601 2.420095 -0.2 0.2 -0.3
H -2.248917 5.460761 2.049141 0.1 0.0 -0.3
H 0.647025 5.094984 2.434283 0.3 -0.1 0.0
H -0.241075 6.531597 2.004687 0.0 0.2 -0.3
H 1.776315 5.067252 0.273787 0.3 -0.2 -0.4
H 2.225045 6.452827 1.302385 -0.3 -0.2 -0.3
H 2.958476 7.837192 -0.457500 -0.3 -0.3 -0.1
H 1.792690 8.102139 -1.774580 0.1 0.0 -0.1
H 2.618474 6.539819 -1.646029 0.4 -0.4 -0.3
C -1.257381 -2.283614 -3.779065 -0.5 0.1 0.1
O -2.471627 -2.748640 -3.215561 -0.3 -0.3 0.4
C -2.234241 -3.856646 -2.360452 2.0 0.4 -0.7
C -3.435034 -4.447249 -1.797548 -1.7 -1.9 0.1
O -4.011345 -3.546420 -0.922258 -0.8 1.6 1.1
C -4.984845 -4.047992 -0.019636 0.4 -1.0 -0.9
C -5.512103 -3.001736 0.900037 -0.6 0.7 -0.1
O -4.497269 -2.613619 1.809505 0.2 -0.7 -1.1
C -4.748978 -1.414695 2.488598 -0.6 -0.6 -0.3
H -0.827782 -3.051453 -4.444033 0.0 0.3 0.1
H -0.548991 -2.064238 -2.965262 0.1 0.2 -0.3
H -1.547138 -1.378884 -4.339813 0.5 -0.4 0.2
H -1.597637 -3.575699 -1.499307 0.0 0.2 -0.3
H -1.666009 -4.608732 -2.933833 -0.2 -0.1 0.2
H -3.164578 -5.323394 -1.195350 0.4 -0.2 -0.3
H -4.154417 -4.823735 -2.574900 0.3 0.5 0.4
H -4.576513 -4.893284 0.569625 0.1 0.3 -0.2
H -5.806047 -4.446092 -0.627551 -0.2 -0.1 0.2
H -6.408491 -3.426336 1.398721 0.4 0.0 0.2
H -5.924486 -2.140954 0.317421 0.6 -0.3 0.4
H -3.816441 -1.123212 2.945964 0.1 0.4 0.1
H -5.500281 -1.660006 3.222141 -0.4 0.5 0.8
H -5.165471 -0.681737 1.799639 0.3 0.4 0.1
C 8.648259 -1.699783 -3.909874 -0.5 -0.2 -0.4
O 7.811317 -1.167633 -4.971801 1.1 -1.6 1.5
C 7.755484 0.227355 -4.926564 0.1 -0.9 0.7
C 6.719150 0.647073 -5.888972 -0.3 2.8 -0.2
O 5.458188 0.414707 -5.354155 -0.7 -0.7 0.6
C 4.377470 1.011280 -6.023390 0.0 0.0 -0.6
C 3.039563 0.593731 -5.460872 -0.5 -0.3 0.8
O 2.796065 1.119968 -4.170801 0.2 0.7 0.0
C 1.781592 0.455026 -3.452723 0.1 -0.1 0.1
H 8.203957 -1.543229 -2.915859 -0.1 0.2 -0.2
H 9.667965 -1.274728 -3.877318 -0.4 0.0 -0.4
H 8.725517 -2.792350 -4.028125 -0.1 0.5 -0.3
H 8.733570 0.577369 -5.220183 0.4 0.7 -0.1
H 7.518656 0.560992 -3.884622 0.0 0.1 -0.8
H 6.865020 0.330220 -6.919361 0.0 -0.9 -0.1
H 6.846566 1.747860 -5.982078 0.0 0.0 0.0
H 4.340812 0.623020 -7.046892 0.2 0.2 -0.3
H 4.500239 2.111111 -6.077886 -0.1 -0.3 0.2
H 2.980515 -0.493287 -5.357091 0.3 -0.2 -0.3
H 2.236338 0.872402 -6.172221 0.3 0.2 0.2
H 0.830548 0.432353 -3.975459 -0.4 0.4 -0.3
H 1.646396 0.926031 -2.467507 0.2 -0.1 -0.5
H 2.042676 -0.588074 -3.322072 0.2 -0.4 0.3
C 1.692175 -4.795599 -2.630398 0.5 0.2 -0.3
Cl 2.119336 -6.351465 -3.342339 -0.1 -0.2 -0.3
Cl 2.524418 -3.440131 -3.479301 -0.5 -0.3 0.0
H 0.601959 -4.699815 -2.610085 0.6 0.3 -0.1
H 2.152308 -4.804260 -1.663801 -0.3 0.1 0.6
C -0.649378 5.013547 -2.321499 0.0 0.9 0.0
Cl 0.893425 4.293719 -2.777507 0.1 -0.3 0.0
Cl -1.746872 5.165859 -3.701044 -0.3 -0.4 -0.2
H -1.107098 4.453001 -1.513769 0.0 0.0 -0.1
H -0.455184 6.050591 -2.050022 0.1 -0.4 0.4
C -4.132490 -0.594152 -1.791386 -0.5 -1.0 0.2
Cl -5.618492 0.132807 -1.117627 0.0 0.0 -0.1
Cl -2.926967 0.635522 -2.037911 0.6 0.3 -0.1
H -3.795932 -1.391370 -1.109819 0.0 0.6 -0.2
H -4.367260 -1.076565 -2.742163 0.0 0.3 0.2
C 2.787332 2.247260 3.311617 0.1 0.8 0.7
Cl 3.701212 3.751014 3.056112 -0.1 0.2 -0.4
Cl 1.138514 2.563416 3.847932 -0.2 0.1 0.0
H 2.730257 1.664093 2.418740 0.3 -0.3 -0.4
H 3.336074 1.807319 4.122344 -0.1 -0.7 0.1
```
Positions in Å, forces in eV/Å.

HOMO-LUMO gap, eV: 9.5
Molar mass, g mol⁻¹: 1150.61
SMILES: C[C@H]1COC(=O)O1.C[C@H]1COC(=O)O1.C[C@H]1COC(=O)O1.C[C@H]1COC(=O)O1.COCCOCCOC.COCCOCCOC.COCCOCCOC.ClCCl.ClCCl.ClCCl.ClCCl
LUMO, Ha: 0.0117
Total energy, hartree: -6753.7913
Total charge: 0
Max |F|, eV/A: 2.9

Here are the Mulliken charges for atoms 1 to 99, given in e: -1.485, 0.571, -0.531, -0.335, 0.351, -0.170, -0.245, 0.339, 0.365, 0.382, 0.251, 0.295, 0.256, -1.625, 0.788, -0.380, -0.352, 0.632, -0.524, -0.291, 0.359, 0.386, 0.382, -0.002, 0.401, 0.243, -1.406, 1.887, -0.359, -0.359, 0.615, -0.604, -0.219, 0.373, 0.413, 0.118, -0.713, 0.322, 0.177, -1.247, 2.367, 0.108, -0.202, -0.091, 0.010, -0.262, 0.008, 0.147, 0.535, -1.489, -0.120, -0.126, -0.572, -0.443, 0.232, -0.940, -0.050, -0.528, -0.463, -0.356, -0.766, 0.305, 0.135, 0.283, -0.160, 0.457, 0.223, 0.529, 0.197, 0.394, 0.219, 0.476, 0.334, 0.251, 0.305, -0.415, -0.389, 0.433, -0.995, 0.095, -0.708, -0.475, -0.144, -0.776, 0.321, 0.019, 0.287, -0.437, 0.457, 0.370, 0.318, 0.262, 0.334, 0.406, 0.215, 0.062, 0.411, 0.332, -0.722

=====

# 2
A molecular structure, C5BrF15O15S5V at a distorted geometry, computed with wB97M-V/def2-TZVPD.

Structure (XYZ):
```
42
Properties=species:S:1:pos:R:3:forces:R:3
V 0.121650 1.023442 0.698821 0.8 -1.0 -0.1
Br 0.958890 3.084112 2.261531 -0.3 0.0 0.0
C -3.578780 -1.306168 1.985821 1.8 -0.3 -0.4
F -3.899320 0.010192 1.696611 -0.7 -2.3 0.6
F -4.356220 -1.905758 2.950411 -0.1 1.4 -0.8
F -3.724120 -2.095518 0.880201 -0.2 1.5 1.1
S -1.747200 -1.341898 2.597261 3.4 -1.8 0.9
O -1.081370 -0.184198 2.003461 -1.7 0.3 0.9
O -1.728360 -1.378598 4.066621 -1.7 1.3 -0.6
O -1.155070 -2.583008 2.145221 -1.8 0.2 -0.7
C -3.966700 2.230612 -1.523269 1.7 -2.0 -0.4
F -4.448580 2.396722 -2.793689 -0.4 0.8 1.1
F -4.439400 3.137112 -0.638189 0.0 -0.7 -1.2
F -4.375950 0.973772 -1.159799 0.0 1.6 0.0
S -2.020310 2.177862 -1.674369 4.7 -0.9 0.2
O -1.604300 1.758682 -0.295419 -2.0 1.1 -1.6
O -1.618860 1.155332 -2.687839 -2.3 2.1 1.6
O -1.486880 3.524532 -1.995219 -2.2 -1.3 0.2
C 2.214290 -0.966158 3.953271 -0.6 1.0 -2.0
F 0.968020 -0.520098 4.209021 0.8 -1.1 0.6
F 3.019080 0.052402 4.215371 0.7 0.9 0.0
F 2.653230 -1.940158 4.755281 -0.8 -0.7 0.5
S 2.350730 -1.429528 2.106851 -0.2 -1.9 -3.6
O 3.792320 -1.608508 1.881151 -0.5 0.5 1.2
O 1.615390 -2.674428 1.787431 1.1 2.1 2.1
O 1.830990 -0.260618 1.359461 0.2 -0.4 1.6
C 3.373090 1.520602 -3.023299 -1.1 1.9 2.6
F 2.519360 1.932062 -3.955359 -0.3 -0.5 -0.7
F 3.575600 0.221742 -3.069289 0.4 -0.1 -0.7
F 4.515710 2.219762 -3.251549 0.2 -0.8 -0.2
S 2.755690 2.091492 -1.253009 1.5 1.8 3.1
O 1.367550 1.669192 -1.002269 1.0 -0.2 -1.2
O 3.762000 1.512552 -0.351269 -0.9 -0.3 -1.7
O 2.907820 3.560942 -1.265289 -0.4 -1.4 -1.4
C 0.731630 -1.986858 -2.739229 -3.3 0.0 2.8
F 0.388760 -0.992538 -3.514949 -0.1 0.5 -1.6
F 0.631470 -3.176798 -3.397709 0.5 0.6 -0.1
F 1.922940 -1.767778 -2.294119 1.7 -0.5 0.0
S -0.496460 -2.004488 -1.189219 -0.7 -1.3 3.4
O -1.851740 -2.364558 -1.645589 1.3 0.9 -0.9
O 0.060070 -3.080718 -0.353669 0.1 1.1 -2.1
O -0.456660 -0.684728 -0.480189 0.4 -1.9 -2.5
```
Positions in Å, forces in eV/Å.

HOMO-LUMO gap (spin up / spin down), eV: 4.7 / 6.1
Molar mass, g mol⁻¹: 876.19
LUMO (spin up / spin down), Ha: 0.3016 / 0.3016
Total energy, hartree: -8326.0874
Total charge: -4
Relative energy (zero: lowest compared OMol25 entry of this formula, charge and spin), kcal/mol: 81.4
Max |F|, eV/A: 4.8
Multiplicity: 4

Mulliken charges in e: 0.644, -0.917, 0.537, -0.197, -0.249, -0.212, 1.072, -0.517, -0.688, -0.616, 0.414, -0.227, -0.213, -0.211, 1.141, -0.599, -0.627, -0.663, 0.485, -0.166, -0.238, -0.259, 1.040, -0.725, -0.604, -0.330, 0.484, -0.241, -0.198, -0.253, 1.112, -0.378, -0.677, -0.707, 0.444, -0.207, -0.261, -0.199, 1.215, -0.748, -0.649, 0.185

=====

# 3
A molecular structure, C4H5CuO6 at a distorted geometry, computed with wB97M-V/def2-TZVPD.

Structure (XYZ):
```
16
Properties=species:S:1:pos:R:3:forces:R:3
O -1.328634 3.220165 -2.053869 2.0 0.2 2.7
C -0.581414 2.720622 -1.218794 -0.2 -2.0 0.8
O 0.243779 3.463208 -0.588890 0.2 0.0 0.1
Cu -2.227755 2.845737 -3.471328 -1.8 -0.6 -2.8
O -0.624596 1.386540 -0.895250 -0.4 1.8 -1.1
O 0.710968 -1.263382 1.120721 -0.6 -0.9 -0.4
C 0.617967 -2.577030 1.285379 4.1 2.1 4.0
O -0.083404 -3.316675 0.641788 -2.2 -1.8 -2.1
O 1.433707 -2.931709 2.265463 -1.1 0.4 -1.3
C -0.103994 -0.687559 0.110828 -0.4 1.0 -0.8
C 0.242459 0.788789 0.089301 0.5 1.0 0.4
H 1.410758 -3.891257 2.374915 0.1 -0.6 0.3
H -1.164903 -0.833797 0.349780 0.1 -0.2 0.0
H 0.117398 -1.146275 -0.861179 -0.1 -0.1 0.1
H 1.286096 0.954952 -0.208355 -0.2 -0.1 0.2
H 0.051569 1.267671 1.059492 0.1 -0.3 -0.2
```
Positions in Å, forces in eV/Å.

HOMO-LUMO gap (spin up / spin down), eV: 10.5 / 3.8
Molar mass, g mol⁻¹: 212.62
LUMO (spin up / spin down), Ha: -0.2851 / -0.5248
Total energy, hartree: -2246.4720
Total charge: +2
Max |F|, eV/A: 6.1
Multiplicity: 3

Mulliken charges in e: -0.594, 0.627, -0.118, 1.111, -0.280, -0.040, 0.642, -0.132, -0.287, -0.439, -0.547, 0.419, 0.409, 0.402, 0.414, 0.414